[1]
{"formula": "C6H68NO28", "method": "wB97M-V/def2-TZVPD", "species": ["C", "O", "C", "C", "N", "H", "H", "C", "C", "O", "C", "H", "H", "H", "H", "H", "H", "H", "H", "H", "H", "H", "H", "H", "H", "O", "H", "H", "O", "H", "H", "O", "H", "H", "O", "H", "H", "O", "H", "H", "O", "H", "H", "O", "H", "H", "O", "H", "H", "O", "H", "H", "O", "H", "H", "O", "H", "H", "O", "H", "H", "O", "H", "H", "O", "H", "H", "O", "H", "H", "O", "H", "H", "O", "H", "H", "O", "H", "H", "O", "H", "H", "O", "H", "H", "O", "H", "H", "O", "H", "H", "O", "H", "H", "O", "H", "H", "O", "H", "H", "O", "H", "H"], "coordinates": [[-47.58473, 60.39015, 13.88430], [-46.69260, 59.98042, 14.81706], [-46.33900, 58.64018, 14.75600], [-44.94710, 58.37623, 14.15745], [-44.62495, 56.97413, 14.12006], [-44.80498, 56.61274, 15.14575], [-45.26108, 56.37697, 13.52676], [-43.24496, 56.48375, 13.72669], [-43.06232, 54.98655, 13.94918], [-41.74972, 54.65063, 13.81083], [-41.40506, 54.31113, 12.42451], [-48.53948, 59.74310, 13.86370], [-47.34431, 60.25182, 12.65247], [-47.73656, 61.54524, 13.94397], [-47.20826, 58.17585, 14.23993], [-46.29326, 58.31288, 15.76912], [-44.13855, 58.74762, 14.77441], [-44.79522, 58.76326, 13.09101], [-42.33099, 57.00272, 14.29439], [-43.21887, 56.54823, 12.73810], [-43.78986, 54.51796, 13.13833], [-43.49446, 54.37442, 14.88751], [-40.97142, 55.13417, 11.85421], [-42.22393, 53.65337, 12.05222], [-40.73119, 53.52697, 12.60224], [-46.11828, 61.75111, 16.28685], [-46.14550, 61.16580, 15.50599], [-45.44411, 61.30348, 16.93453], [-42.29542, 51.18891, 12.89564], [-41.48437, 51.37996, 13.44737], [-42.66097, 50.38535, 13.24188], [-44.29143, 60.06111, 17.31098], [-43.39337, 60.02337, 17.10188], [-44.07357, 60.40909, 18.18405], [-38.01498, 55.60412, 11.23206], [-38.59861, 55.26144, 10.55318], [-38.39453, 56.02011, 11.96228], [-47.99991, 56.66105, 17.38362], [-48.58675, 55.91644, 17.64927], [-48.46952, 57.52982, 17.54248], [-39.62906, 53.80990, 9.56616], [-39.36390, 53.81662, 8.64322], [-40.35968, 53.25198, 9.71368], [-45.75379, 58.16897, 18.64926], [-45.45344, 58.82310, 17.90121], [-44.97872, 57.78764, 19.00417], [-43.77499, 51.66244, 15.46785], [-43.21650, 51.79883, 14.78448], [-43.75541, 50.69887, 15.68189], [-42.24592, 61.03813, 13.41839], [-41.46596, 60.44211, 13.26910], [-42.30319, 60.74172, 14.30175], [-47.78544, 63.37207, 11.84165], [-47.13535, 63.99822, 11.72617], [-48.33793, 63.70660, 12.63048], [-44.92296, 56.53153, 16.98385], [-44.25757, 56.99186, 17.39075], [-45.81315, 56.90379, 17.41283], [-45.38376, 60.73234, 11.30154], [-44.95576, 61.45038, 11.77231], [-46.05753, 61.13636, 10.67206], [-46.62220, 55.46400, 12.82288], [-47.00285, 55.45203, 13.64801], [-46.64655, 54.56107, 12.45459], [-48.33588, 58.12363, 11.43095], [-47.49172, 57.67209, 11.14906], [-48.55554, 58.73355, 10.74300], [-51.35374, 59.74094, 15.29298], [-52.25652, 59.66179, 15.23432], [-50.94646, 60.11327, 14.44493], [-45.88775, 53.95789, 15.59455], [-46.08659, 53.09841, 15.80233], [-45.32687, 54.21041, 16.33781], [-45.85850, 56.87465, 10.42087], [-45.82607, 56.22605, 11.06795], [-44.98284, 57.27261, 10.46356], [-39.41308, 57.11744, 13.39373], [-39.81806, 57.58644, 12.69906], [-38.68031, 57.68832, 13.79247], [-44.14095, 52.44079, 10.97697], [-43.66353, 52.12491, 11.68551], [-44.89922, 52.71874, 11.40790], [-40.44869, 57.49037, 15.99703], [-39.57759, 57.28435, 16.54111], [-40.09543, 57.08072, 15.14528], [-40.84972, 57.88790, 11.11443], [-40.45749, 58.16731, 10.41066], [-41.65891, 57.93368, 10.96727], [-41.11487, 54.45831, 16.89910], [-41.06631, 55.03525, 17.69822], [-41.09928, 54.84811, 16.02838], [-50.17067, 61.24814, 12.35006], [-50.43206, 60.65606, 11.58546], [-49.24113, 61.55811, 11.94034], [-43.32473, 57.51351, 10.20860], [-43.09399, 58.38481, 9.69871], [-42.89732, 56.74736, 9.97310], [-41.85347, 55.44684, 9.21704], [-41.46727, 56.14026, 8.51216], [-41.15960, 54.91862, 9.50747], [-48.88843, 61.02190, 16.92334], [-48.03586, 61.03571, 16.49147], [-48.77646, 60.97662, 17.79618]], "e_homo_ev": -11.82, "total_charge": 1, "orbital_gap_ev": 9.20}



[2]
{"formula": "C29H43ClGeMnNO3S", "method": "wB97M-V/def2-TZVPD", "species": ["Mn", "C", "C", "C", "C", "O", "Ge", "O", "C", "C", "C", "C", "O", "C", "C", "C", "C", "H", "H", "H", "H", "H", "H", "H", "H", "H", "H", "H", "H", "H", "H", "H", "H", "H", "H", "H", "H", "H", "H", "H", "H", "H", "H", "H", "C", "C", "C", "C", "C", "C", "C", "C", "S", "C", "N", "C", "C", "C", "C", "C", "C", "C", "C", "H", "H", "H", "H", "H", "H", "H", "H", "H", "H", "H", "H", "H", "H", "H", "H", "Cl"], "coordinates": [[0.36905, -1.05032, -0.42484], [1.93820, -4.36057, 0.30574], [0.83593, -3.91789, 1.25469], [1.26344, -4.15705, 2.69787], [-0.46097, -4.66466, 0.95938], [0.58556, -2.51905, 1.04225], [0.36798, -1.07171, 2.36668], [-1.00442, -0.56327, 1.14340], [-2.37790, -0.23018, 1.40135], [-3.14923, -0.52349, 0.12078], [-2.90218, -1.09403, 2.54212], [-2.46421, 1.24811, 1.75788], [1.44944, -0.06557, 1.09879], [2.84660, 0.23018, 1.28182], [3.29990, 0.98848, 0.04192], [3.00797, 1.07914, 2.53615], [3.63676, -1.06820, 1.41003], [2.12908, -5.42844, 0.42255], [1.65553, -4.17858, -0.73246], [2.86498, -3.82356, 0.51039], [1.45742, -5.21793, 2.85895], [2.17772, -3.60836, 2.93146], [0.48234, -3.85027, 3.39555], [-0.31993, -5.74407, 1.03385], [-1.23525, -4.36853, 1.66923], [-0.81381, -4.43059, -0.04886], [-3.03044, -1.57395, -0.15688], [-4.21233, -0.32139, 0.25697], [-2.78615, 0.10463, -0.69585], [-2.77552, -2.15271, 2.30655], [-2.37658, -0.87539, 3.47385], [-3.96341, -0.90443, 2.70695], [-2.09206, 1.86037, 0.93456], [-3.49571, 1.53733, 1.96569], [-1.86605, 1.45759, 2.64747], [2.71326, 1.89633, -0.09924], [4.35088, 1.26733, 0.12227], [3.18699, 0.36170, -0.84853], [2.38427, 1.97110, 2.47703], [2.71844, 0.51378, 3.42426], [4.04640, 1.38802, 2.65960], [3.50799, -1.68186, 0.51581], [4.70039, -0.85917, 1.53133], [3.30735, -1.64353, 2.27772], [1.16399, 5.79018, -0.50482], [0.15291, 4.76810, 0.03313], [-1.11191, 5.49285, 0.51640], [0.78338, 4.04888, 1.22421], [-0.22929, 3.79575, -1.07930], [-0.80214, 4.31013, -2.26332], [-1.21971, 3.50592, -3.29763], [-1.06022, 2.13022, -3.15259], [-1.53863, 0.84822, -4.21313], [-0.93849, -0.29594, -3.08852], [-0.40286, 0.20976, -2.00614], [-0.47094, 1.59728, -2.00711], [-0.05710, 2.42969, -0.96314], [-1.12280, -1.74851, -3.27414], [-2.38837, -2.24186, -3.59159], [-2.62970, -3.60678, -3.62152], [-1.60981, -4.49866, -3.31539], [-0.34091, -4.03261, -3.00955], [-0.11061, -2.67176, -3.01707], [1.45529, 6.47698, 0.29135], [0.75032, 6.38520, -1.31927], [2.06363, 5.29242, -0.87168], [-0.85608, 6.19300, 1.31322], [-1.84157, 4.78127, 0.90837], [-1.58775, 6.05954, -0.28443], [1.02576, 4.77443, 2.00151], [1.71126, 3.55028, 0.93833], [0.10775, 3.30859, 1.65932], [-0.93052, 5.37944, -2.36309], [-1.66658, 3.93031, -4.18621], [0.36653, 1.97607, -0.07583], [-3.19125, -1.54272, -3.78594], [-3.61658, -3.97186, -3.86819], [-1.79810, -5.56348, -3.31955], [0.46814, -4.71834, -2.79960], [1.51524, -2.09739, -2.68334]], "e_homo_ev": [-11.43, -11.52], "total_charge": 1, "orbital_gap_ev": [8.35, 8.36], "multiplicity": 6}



[3]
{"formula": "C17H22Br2InNO4P", "method": "wB97M-V/def2-TZVPD", "species": ["C", "C", "In", "P", "N", "C", "Br", "C", "C", "Br", "H", "H", "H", "H", "H", "H", "H", "H", "H", "H", "H", "H", "H", "H", "C", "C", "C", "O", "C", "C", "C", "O", "H", "H", "H", "H", "C", "C", "C", "O", "C", "C", "C", "O", "H", "H", "H", "H"], "coordinates": [[6.66288, -0.96525, -2.48410], [5.15918, -1.23842, -2.24744], [3.96050, 0.41443, -3.04511], [4.86163, 2.61270, -2.06046], [5.75507, 3.48389, -3.06891], [1.69958, 0.27611, -2.82703], [1.04297, 2.04856, -2.18988], [1.06366, -0.71935, -1.87699], [-0.46504, -0.81369, -1.92564], [1.82752, -2.47937, -2.25472], [6.86814, 0.00431, -2.94652], [7.23608, -1.00174, -1.55504], [7.09798, -1.71219, -3.15346], [4.86420, -2.16321, -2.74329], [4.98283, -1.40994, -1.18391], [4.29755, 0.56888, -4.77087], [3.84536, 3.40202, -1.48323], [5.57184, 2.32934, -0.86668], [5.79908, 3.00537, -3.96126], [1.22198, 0.18589, -3.80356], [1.37434, -0.45976, -0.86594], [-0.79871, -1.83697, -2.08591], [-0.90950, -0.45914, -1.00143], [-0.84938, -0.20286, -2.74302], [-4.20656, 2.58019, 2.48259], [-4.29105, 1.72302, 1.46960], [-3.25918, 1.69558, 0.39859], [-3.33857, 0.89711, -0.50985], [-2.13302, 2.66158, 0.49530], [-2.06566, 3.52819, 1.50332], [-3.09160, 3.55633, 2.57588], [-3.02243, 4.34191, 3.49787], [-4.93892, 2.61355, 3.27962], [-5.09423, 1.00299, 1.38638], [-1.37173, 2.62325, -0.27537], [-1.25682, 4.24132, 1.60018], [-2.36967, -2.72671, 2.68822], [-3.28650, -1.81971, 2.36293], [-4.66158, -1.88109, 2.92145], [-5.50058, -1.05661, 2.62568], [-4.97949, -2.99538, 3.85076], [-4.06298, -3.90022, 4.17813], [-2.68319, -3.83639, 3.62568], [-1.85180, -4.66194, 3.93144], [-1.36311, -2.70786, 2.29003], [-3.08443, -1.00951, 1.67336], [-5.99007, -3.01830, 4.23842], [-4.26653, -4.72090, 4.85415]], "e_homo_ev": -4.58, "total_charge": -1, "orbital_gap_ev": 4.28}



[4]
{"formula": "C23H29NO6", "method": "wB97M-V/def2-TZVPD", "species": ["C", "C", "C", "O", "C", "C", "H", "H", "O", "C", "O", "C", "C", "C", "C", "N", "H", "C", "H", "H", "C", "C", "C", "C", "C", "C", "C", "O", "C", "H", "H", "H", "H", "H", "O", "C", "H", "H", "H", "H", "C", "C", "O", "H", "H", "H", "C", "H", "H", "H", "H", "H", "H", "H", "H", "H", "H", "H", "H"], "coordinates": [[7.97809, 2.35856, 0.16712], [7.73773, 0.99586, -0.47527], [6.28724, 0.77397, -0.93630], [5.49848, 0.01774, -0.04612], [5.14399, 0.66518, 1.15003], [4.07368, -0.16790, 1.84828], [4.39288, -1.21352, 1.90370], [3.89137, 0.22259, 2.85460], [2.85802, -0.10187, 1.11919], [2.29667, -1.28290, 0.74289], [2.72395, -2.36080, 1.07771], [1.12266, -1.05008, -0.07366], [0.22713, -1.95192, -0.62795], [-0.74366, -1.17114, -1.30940], [-0.40329, 0.16866, -1.14162], [0.71249, 0.22728, -0.40512], [1.20505, 1.05492, -0.10969], [-1.17167, 1.31208, -1.68511], [-0.80512, 1.56311, -2.68636], [-1.06764, 2.19773, -1.05702], [-2.65298, 0.89318, -1.77640], [-3.25138, 0.85401, -0.38897], [-3.43349, -0.32571, 0.31255], [-3.95237, -0.32725, 1.60275], [-4.31230, 0.88364, 2.18409], [-4.14491, 2.06823, 1.49378], [-3.60721, 2.06883, 0.21339], [-3.38569, 3.20306, -0.53070], [-3.83276, 4.43379, -0.02008], [-4.91069, 4.42492, 0.16944], [-3.60963, 5.16990, -0.79145], [-3.30482, 4.70614, 0.90006], [-4.43486, 2.99013, 1.97184], [-4.72356, 0.88172, 3.18056], [-4.13956, -1.44579, 2.35791], [-3.72417, -2.68483, 1.83153], [-3.93550, -3.41820, 2.60805], [-4.27991, -2.94783, 0.92619], [-2.65174, -2.68834, 1.61154], [-3.17305, -1.25743, -0.15656], [-2.77286, -0.42170, -2.55049], [-1.94741, -1.58357, -2.00944], [-2.28987, -2.73695, -2.17779], [-2.42403, -0.25512, -3.57490], [-3.81566, -0.73859, -2.61049], [-3.18655, 1.67161, -2.33200], [0.26924, -3.43038, -0.54515], [0.73258, -3.83389, -1.44550], [0.85796, -3.74456, 0.31179], [-0.74010, -3.83199, -0.49176], [4.75089, 1.67169, 0.93739], [6.00580, 0.75653, 1.82673], [6.27593, 0.18446, -1.85609], [5.80522, 1.74364, -1.13652], [8.39520, 0.90030, -1.34080], [7.99731, 0.19870, 0.22364], [7.36927, 2.49587, 1.05707], [7.74072, 3.15434, -0.53621], [9.02328, 2.45760, 0.45165]], "e_homo_ev": -7.93, "orbital_gap_ev": 8.45}



For reference, DFT total energy by record: -66132.654, -149597.193, -182210.645, -38096.708 eV.